# 1
C15H18AuN4OS2 | wB97M-V/def2-TZVPD

Results
Gap between HOMO and LUMO (alpha / beta) in Eh: 0.144 / 0.137
LUMO energy (alpha / beta) in eV: -13.38 / -13.54
HOMO (alpha / beta) in eV: -17.29 / -17.26

Geometry as ORCA input:
```
! RIJCOSX wB97M-V def2-TZVPD def2/J DEFGRID3
* xyz 3 1
Au -0.35030 0.39597 0.86405
C -1.10894 -2.64980 3.98695
C -0.52522 -1.74543 2.96687
N -1.13227 -1.35845 1.89527
N -2.34209 -1.82467 1.49766
C -2.91544 -1.43375 0.34043
N -3.96455 -2.08796 -0.11131
S -2.33741 -0.09012 -0.54584
C 0.84294 -1.24931 3.12329
C 1.75631 -1.87646 3.96978
C 3.06449 -1.41375 4.01893
C 3.42421 -0.31430 3.25767
C 2.45639 0.26821 2.44190
N 1.22579 -0.20016 2.36977
H -2.19481 -2.57369 4.03203
H -0.71822 -2.39844 4.97228
H -0.84639 -3.69344 3.79215
H -2.74041 -2.61150 2.01582
H -4.38106 -2.87718 0.36720
H -4.39063 -1.81409 -0.98827
H 1.47282 -2.72922 4.56688
H 3.79183 -1.91465 4.64201
H 4.42579 0.08571 3.29083
H 2.68718 1.13146 1.83179
C 0.90152 4.63950 -0.97939
S -0.43175 3.72422 -0.16706
O 0.07806 2.30122 -0.15211
C -1.71855 3.81173 -1.48979
C -2.78478 4.67677 -1.29337
C -3.62945 4.97270 -2.35518
C -3.43331 4.31271 -3.56140
C -2.37816 3.42811 -3.73045
C -1.53105 3.11743 -2.67476
H 1.28159 4.08057 -1.83291
H 1.70384 4.78906 -0.25898
H 0.52005 5.61090 -1.28611
H -2.96108 5.14058 -0.33396
H -4.44939 5.66376 -2.21265
H -4.14555 4.46078 -4.36890
H -2.18546 2.97134 -4.69215
H -0.71711 2.42358 -2.80648
*
```

Here are the Löwdin charges for atoms 1 to 4, given in e:
1. Au 1.09
2. C 0.04
3. C -0.19
4. N -0.02

# 2
C15H18BF2N6OTc | wB97M-V/def2-TZVPD

Results
Expectation value of S²: 2.04
Gap between HOMO and LUMO (alpha / beta) in Eh: 0.207 / 0.248
LUMO energy (alpha / beta) in eV: -0.28 / -0.27
ΔE to the lowest compared entry with this formula, charge and spin in kJ/mol: 11.2
HOMO (alpha / beta) in eV: -5.91 / -7.03

Geometry as ORCA input:
```
! RIJCOSX wB97M-V def2-TZVPD def2/J DEFGRID3
* xyz 0 3
Tc -0.13710 1.11619 0.37845
F 2.80155 0.11765 0.41788
B 1.95183 1.15619 0.28687
F 2.69572 2.30830 0.10846
O -0.32492 3.21718 0.30108
N 0.68181 4.06605 0.15393
C 1.16657 4.31293 -1.06843
C 2.17737 5.23227 -1.23794
C 2.69314 5.88888 -0.13337
C 2.17267 5.61138 1.12163
C 1.15751 4.68965 1.24038
H 0.71598 3.73645 -1.86005
H 2.55711 5.41102 -2.23265
H 3.49381 6.60625 -0.24725
H 2.54440 6.09731 2.01130
H 0.68645 4.40236 2.16734
N -2.70814 -2.08552 -0.20572
C -3.97697 -1.66986 -0.20057
N -4.95217 -2.56619 -0.47334
N -4.35084 -0.42452 0.03545
C -3.38251 0.42680 0.27506
N -2.52883 1.18069 0.48744
H -2.46157 -3.04389 -0.38193
H -1.93738 -1.44124 -0.00671
H -4.76216 -3.55072 -0.45649
H -5.89691 -2.25749 -0.32999
C -0.09404 -2.26124 2.52896
C 0.32534 -2.79902 1.19091
C 0.69145 -4.12356 1.01562
C 1.07402 -4.61159 -0.22838
C 1.09403 -3.74407 -1.31326
C 0.73623 -2.41082 -1.18420
C 0.75940 -1.47237 -2.35492
C 0.34057 -1.92693 0.08117
N -0.12260 -0.65370 0.21554
H -0.05333 -3.03834 3.29218
H -1.11084 -1.85931 2.49147
H 0.55232 -1.43499 2.83355
H 0.68061 -4.78527 1.87523
H 1.36130 -5.64777 -0.34822
H 1.40220 -4.10735 -2.28772
H 1.07762 -1.98961 -3.26014
H 1.43723 -0.63703 -2.16842
H -0.22795 -1.03515 -2.53021
*
```

Here are the Löwdin charges for atoms 1 to 4, given in e:
1. Tc 1.16
2. F 0.10
3. B -0.74
4. F 0.05

Please write out number 2 again, unchanged.
C15H18BF2N6OTc | wB97M-V/def2-TZVPD

Results
Expectation value of S²: 2.04
Gap between HOMO and LUMO (alpha / beta) in Eh: 0.207 / 0.248
LUMO energy (alpha / beta) in eV: -0.28 / -0.27
ΔE to the lowest compared entry with this formula, charge and spin in kJ/mol: 11.2
HOMO (alpha / beta) in eV: -5.91 / -7.03

Geometry as ORCA input:
```
! RIJCOSX wB97M-V def2-TZVPD def2/J DEFGRID3
* xyz 0 3
Tc -0.13710 1.11619 0.37845
F 2.80155 0.11765 0.41788
B 1.95183 1.15619 0.28687
F 2.69572 2.30830 0.10846
O -0.32492 3.21718 0.30108
N 0.68181 4.06605 0.15393
C 1.16657 4.31293 -1.06843
C 2.17737 5.23227 -1.23794
C 2.69314 5.88888 -0.13337
C 2.17267 5.61138 1.12163
C 1.15751 4.68965 1.24038
H 0.71598 3.73645 -1.86005
H 2.55711 5.41102 -2.23265
H 3.49381 6.60625 -0.24725
H 2.54440 6.09731 2.01130
H 0.68645 4.40236 2.16734
N -2.70814 -2.08552 -0.20572
C -3.97697 -1.66986 -0.20057
N -4.95217 -2.56619 -0.47334
N -4.35084 -0.42452 0.03545
C -3.38251 0.42680 0.27506
N -2.52883 1.18069 0.48744
H -2.46157 -3.04389 -0.38193
H -1.93738 -1.44124 -0.00671
H -4.76216 -3.55072 -0.45649
H -5.89691 -2.25749 -0.32999
C -0.09404 -2.26124 2.52896
C 0.32534 -2.79902 1.19091
C 0.69145 -4.12356 1.01562
C 1.07402 -4.61159 -0.22838
C 1.09403 -3.74407 -1.31326
C 0.73623 -2.41082 -1.18420
C 0.75940 -1.47237 -2.35492
C 0.34057 -1.92693 0.08117
N -0.12260 -0.65370 0.21554
H -0.05333 -3.03834 3.29218
H -1.11084 -1.85931 2.49147
H 0.55232 -1.43499 2.83355
H 0.68061 -4.78527 1.87523
H 1.36130 -5.64777 -0.34822
H 1.40220 -4.10735 -2.28772
H 1.07762 -1.98961 -3.26014
H 1.43723 -0.63703 -2.16842
H -0.22795 -1.03515 -2.53021
*
```

Here are the Löwdin charges for atoms 1 to 4, given in e:
1. Tc 1.16
2. F 0.10
3. B -0.74
4. F 0.05

Number 2 is which compound? C15H18BF2N6OTc

Repeat the second record exactly.
C15H18BF2N6OTc | wB97M-V/def2-TZVPD

Results
Expectation value of S²: 2.04
Gap between HOMO and LUMO (alpha / beta) in Eh: 0.207 / 0.248
LUMO energy (alpha / beta) in eV: -0.28 / -0.27
ΔE to the lowest compared entry with this formula, charge and spin in kJ/mol: 11.2
HOMO (alpha / beta) in eV: -5.91 / -7.03

Geometry as ORCA input:
```
! RIJCOSX wB97M-V def2-TZVPD def2/J DEFGRID3
* xyz 0 3
Tc -0.13710 1.11619 0.37845
F 2.80155 0.11765 0.41788
B 1.95183 1.15619 0.28687
F 2.69572 2.30830 0.10846
O -0.32492 3.21718 0.30108
N 0.68181 4.06605 0.15393
C 1.16657 4.31293 -1.06843
C 2.17737 5.23227 -1.23794
C 2.69314 5.88888 -0.13337
C 2.17267 5.61138 1.12163
C 1.15751 4.68965 1.24038
H 0.71598 3.73645 -1.86005
H 2.55711 5.41102 -2.23265
H 3.49381 6.60625 -0.24725
H 2.54440 6.09731 2.01130
H 0.68645 4.40236 2.16734
N -2.70814 -2.08552 -0.20572
C -3.97697 -1.66986 -0.20057
N -4.95217 -2.56619 -0.47334
N -4.35084 -0.42452 0.03545
C -3.38251 0.42680 0.27506
N -2.52883 1.18069 0.48744
H -2.46157 -3.04389 -0.38193
H -1.93738 -1.44124 -0.00671
H -4.76216 -3.55072 -0.45649
H -5.89691 -2.25749 -0.32999
C -0.09404 -2.26124 2.52896
C 0.32534 -2.79902 1.19091
C 0.69145 -4.12356 1.01562
C 1.07402 -4.61159 -0.22838
C 1.09403 -3.74407 -1.31326
C 0.73623 -2.41082 -1.18420
C 0.75940 -1.47237 -2.35492
C 0.34057 -1.92693 0.08117
N -0.12260 -0.65370 0.21554
H -0.05333 -3.03834 3.29218
H -1.11084 -1.85931 2.49147
H 0.55232 -1.43499 2.83355
H 0.68061 -4.78527 1.87523
H 1.36130 -5.64777 -0.34822
H 1.40220 -4.10735 -2.28772
H 1.07762 -1.98961 -3.26014
H 1.43723 -0.63703 -2.16842
H -0.22795 -1.03515 -2.53021
*
```

Here are the Löwdin charges for atoms 1 to 4, given in e:
1. Tc 1.16
2. F 0.10
3. B -0.74
4. F 0.05